[1]
ORCA calculation (ωB97M-V/def2-TZVPD) on C15H17N5O6 in the gas phase.

The calculation puts the lowest unoccupied orbital energy at 0.0121 Ha. For the HOMO energy, the calculation gives -8.2581 eV. The calculation puts the gap between HOMO and LUMO at 8.59 eV. The SMILES is Nc1nc2c(ncn2[C@@H]2C[C@H]3C[C@](CC(=O)O)(C(=O)O)O[C@H]3C2)c(=O)[nH]1.

Cartesian coordinates (Å):
O 3.404 2.323 -5.529
O -4.556 -2.061 3.724
O -0.972 -3.527 3.665
N 0.310 1.954 -3.013
N 3.712 0.719 -2.816
O -3.528 -0.061 3.654
O -0.527 -1.520 4.601
O -0.780 -2.162 1.092
C 2.510 2.154 -4.695
C -3.786 -1.302 3.200
C -0.978 -2.310 3.604
C 0.245 2.695 -4.061
C 3.169 0.245 -1.720
C 2.666 1.429 -3.427
C 1.522 1.347 -2.666
N -0.938 3.312 -4.275
N 1.297 2.768 -4.978
N 1.816 0.570 -1.590
C -2.954 -1.784 2.019
C -0.901 -0.192 2.209
C 1.131 0.687 0.885
C 1.012 -1.431 -0.361
C -1.445 -1.641 2.268
C 0.913 0.080 -0.528
C 0.572 -0.392 1.825
C 0.588 -1.746 1.067
H -4.068 -0.089 4.480
H -0.215 -2.146 5.270
H 3.665 -0.378 -0.954
H -1.622 3.012 -3.576
H -1.224 3.379 -5.232
H 1.317 3.435 -5.736
H -3.155 -2.871 1.890
H -3.249 -1.244 1.117
H -1.454 0.366 1.452
H -1.007 0.361 3.169
H 0.614 1.639 1.014
H 2.180 0.855 1.064
H 0.414 -1.909 -1.115
H 2.009 -1.829 -0.458
H -0.112 0.245 -0.775
H 1.200 -0.459 2.733
H 1.205 -2.522 1.501


[2]
ORCA calculation (ωB97M-V/def2-TZVPD) on C15H17NO in the gas phase.

The calculation puts the lowest unoccupied orbital energy at 0.0311 Ha. For the HOMO energy, the calculation gives -7.7886 eV. The calculation puts the gap between HOMO and LUMO at 8.63 eV. The SMILES is C[C@H](O)CN(c1ccccc1)c1ccccc1.

Cartesian coordinates (Å):
O -1.468 0.459 2.132
C 4.033 0.076 0.864
C -1.929 -2.919 -2.211
C 3.697 0.153 -0.489
C 3.062 0.130 1.817
C -0.712 -3.123 -1.576
C -2.485 -1.635 -2.235
C 2.378 0.105 -0.870
C 1.740 0.146 1.462
C -0.083 -2.022 -0.988
C -1.846 -0.549 -1.622
C 1.388 0.127 0.115
C -0.642 -0.735 -0.928
N 0.048 0.286 -0.234
C -2.184 2.725 1.751
C -0.555 1.557 0.163
C -1.747 1.381 1.097
H -1.056 -0.320 1.711
H 5.076 0.033 1.143
H -2.438 -3.757 -2.676
H 4.510 0.163 -1.212
H 3.341 0.177 2.876
H -0.248 -4.091 -1.645
H -3.400 -1.481 -2.781
H 2.140 0.174 -1.917
H 0.967 0.273 2.256
H 0.887 -2.205 -0.590
H -2.335 0.417 -1.667
H -2.344 3.508 0.982
H -3.098 2.603 2.356
H -1.412 3.079 2.404
H -0.915 2.117 -0.702
H 0.190 2.176 0.729
H -2.561 0.975 0.484


[3]
ORCA calculation (ωB97M-V/def2-TZVPD) on C15H17NO2 in the gas phase.

The calculation puts the lowest unoccupied orbital energy at -0.0274 Ha. For the HOMO energy, the calculation gives -9.0928 eV. The calculation puts the gap between HOMO and LUMO at 8.35 eV. The SMILES is NCCCCCc1ccc2c(c1)C(=O)C=CC2=O.

Cartesian coordinates (Å):
N -1.055 -4.550 -2.109
C 0.141 -4.077 -1.362
C -0.336 -3.247 -0.078
C 0.235 -1.775 -0.041
C 1.788 -1.749 0.311
C 2.444 -0.322 -0.007
C 1.473 0.848 0.374
C 1.419 1.256 1.780
C 0.520 2.324 2.225
C -0.296 2.960 1.198
C -0.229 2.563 -0.227
C 0.663 1.493 -0.682
C -1.182 3.319 -1.217
O -0.847 3.625 -2.334
C -2.580 3.680 -0.606
C -2.633 4.061 0.699
C -1.324 4.087 1.564
O -1.103 4.914 2.413
H -1.658 -3.763 -2.348
H -1.577 -5.238 -1.565
H 0.680 -4.996 -1.000
H 0.790 -3.464 -2.048
H -1.460 -3.151 -0.120
H -0.090 -3.831 0.857
H -0.292 -1.211 0.783
H 0.078 -1.239 -1.018
H 1.924 -1.936 1.417
H 2.324 -2.549 -0.272
H 3.436 -0.237 0.523
H 2.678 -0.290 -1.109
H 2.066 0.705 2.496
H 0.419 2.681 3.271
H 0.715 1.150 -1.741
H -3.524 3.634 -1.203
H -3.606 4.323 1.178


[4]
ORCA calculation (ωB97M-V/def2-TZVPD) on a molecular structure, C15H17NO4Tb.

The calculation puts the lowest unoccupied orbital energy (spin up / spin down) at -0.4596 / -0.4252 Ha. As for the spin multiplicity: 7. The expectation value of S² is 13.02. As for the net charge: +3. For the HOMO energy (spin up / spin down), the calculation gives -18.3876 / -18.1156 eV. The calculation puts the gap between HOMO and LUMO (spin up / spin down) at 5.88 / 6.54 eV.

Cartesian coordinates (Å):
Tb -0.716 0.048 -2.662
O -0.054 2.806 -0.178
C -0.352 1.926 -0.889
C -0.633 -2.271 -1.703
O -0.561 -3.398 -1.457
C 1.490 0.113 -1.846
O 2.642 0.164 -1.703
C -3.009 0.825 -2.462
O -4.087 1.202 -2.656
C -0.603 0.876 -5.112
H -1.505 1.493 -5.276
H 0.354 1.407 -5.276
C -0.668 -0.497 -5.175
H 0.235 -1.100 -5.387
H -1.622 -1.013 -5.394
C 1.825 -1.153 2.026
N 1.811 0.300 2.358
C 3.166 0.920 2.272
C 0.854 1.033 1.492
C -0.453 0.369 1.538
C -1.039 0.364 2.839
C -1.973 -0.635 3.099
C -2.493 -1.362 2.020
C -2.116 -1.093 0.698
C -1.101 -0.195 0.460
H 1.981 -1.255 0.937
H 0.861 -1.571 2.341
H 2.660 -1.553 2.609
H 1.443 0.452 3.310
H 3.542 0.860 1.242
H 3.118 1.980 2.554
H 3.817 0.369 2.953
H 0.818 2.015 1.930
H 1.350 1.101 0.544
H -0.724 1.069 3.637
H -2.325 -0.800 4.128
H -3.218 -2.150 2.212
H -2.715 -1.648 -0.023


Summary of max |F| in Eh/bohr
0.0693 0.0294 0.0650 0.1465
(order as listed above)